Entry 1:
Computed, not measured: 10 unconnected molecules or ions with the total composition C87H186N10O11 in a non-equilibrium geometry, with the ωB97M-V functional and the def2-TZVPD basis.

Geometry as XYZ:
```
294
Properties=species:S:1:pos:R:3
C -34.58783 -3.02189 -5.20551
C -35.79971 -3.56346 -5.90712
C -37.12846 -3.10822 -5.26093
C -35.76983 -3.17842 -7.40625
C -36.62922 -3.92859 -8.35874
C -36.56689 -5.44997 -8.19474
C -36.64419 -5.92391 -6.71985
C -38.06565 -5.80081 -6.17845
C -36.16383 -7.36244 -6.63104
N -35.65131 -5.08893 -5.91431
O -35.67391 -5.55490 -4.55369
H -34.56644 -3.32858 -4.14351
H -33.65896 -3.41636 -5.60361
H -34.53354 -1.89635 -5.28243
H -37.97712 -3.25352 -5.94187
H -37.32474 -3.66864 -4.33868
H -37.13056 -2.02222 -4.98096
H -36.01715 -2.11997 -7.49694
H -34.71196 -3.16724 -7.67015
H -37.69186 -3.70018 -8.30090
H -36.37866 -3.62801 -9.37441
H -35.68396 -5.92419 -8.61120
H -37.39708 -6.03203 -8.71842
H -38.63399 -4.99976 -6.56025
H -38.13206 -5.85313 -5.08071
H -38.58605 -6.75319 -6.49261
H -35.11393 -7.52577 -6.83828
H -36.75399 -8.01779 -7.24911
H -36.38890 -7.76313 -5.60978
H -34.74331 -5.77367 -4.42438
C -30.33981 -5.13565 -13.05712
C -29.57330 -6.34822 -13.56041
C -28.66412 -7.09124 -12.60833
C -30.63597 -7.32254 -14.05142
C -31.26381 -6.93599 -15.34584
C -30.26155 -6.73066 -16.45305
C -29.25298 -5.65556 -16.09231
C -28.14108 -5.56518 -17.13893
C -29.96994 -4.31989 -16.02762
N -28.68452 -6.14598 -14.77859
O -27.72676 -5.17963 -14.35670
H -30.69765 -5.29097 -12.04257
H -29.80773 -4.18692 -13.16668
H -31.30474 -5.02097 -13.58266
H -28.26075 -7.91963 -13.15237
H -27.83320 -6.51378 -12.19787
H -29.28819 -7.43881 -11.75363
H -30.09171 -8.25448 -14.08733
H -31.39392 -7.55328 -13.31828
H -31.95801 -7.74127 -15.69417
H -31.92929 -6.09103 -15.20618
H -30.77828 -6.53523 -17.40500
H -29.71057 -7.65794 -16.65179
H -27.40214 -6.42458 -17.00986
H -27.52719 -4.69046 -16.88467
H -28.57263 -5.33499 -18.11031
H -30.41873 -4.04525 -17.00255
H -29.19912 -3.61033 -15.72541
H -30.72109 -4.12981 -15.33014
H -28.12513 -4.38710 -14.02692
C -31.78976 -6.03648 -5.20026
C -30.63010 -7.06418 -5.57425
C -29.72262 -7.18391 -4.40006
C -31.20642 -8.42008 -5.91995
C -30.20004 -9.43062 -6.43331
C -29.61335 -8.86061 -7.71321
C -28.92091 -7.42664 -7.48526
C -27.53228 -7.63525 -6.81080
C -28.75135 -6.85413 -8.95200
N -29.89951 -6.52395 -6.80027
O -29.30111 -5.29858 -6.50614
H -31.39052 -5.03828 -4.97293
H -32.61015 -6.03752 -5.89648
H -32.12805 -6.35999 -4.24856
H -30.27187 -7.43054 -3.49337
H -28.92521 -7.91238 -4.53678
H -29.29065 -6.23497 -4.08102
H -31.82430 -8.81341 -5.08516
H -31.89633 -8.24487 -6.82549
H -29.41777 -9.52311 -5.66300
H -30.54777 -10.43254 -6.55777
H -30.44484 -8.58865 -8.41501
H -28.86422 -9.55592 -8.18790
H -27.43444 -8.45948 -6.07765
H -27.28652 -6.74071 -6.26222
H -26.74494 -7.78089 -7.59082
H -28.12989 -7.58280 -9.46921
H -28.32356 -5.86988 -8.81999
H -29.73623 -6.80845 -9.37604
H -29.69844 -4.55519 -7.04109
C -22.82803 0.94264 -6.03026
C -24.02123 1.77812 -6.53194
C -24.73573 0.94119 -7.60899
C -24.96280 2.05608 -5.33953
C -26.15708 3.02413 -5.65131
C -25.55011 4.34619 -6.10595
C -24.54158 4.21802 -7.28496
C -25.30511 4.03706 -8.59087
C -23.71880 5.55794 -7.41041
N -23.54981 3.13303 -6.98417
O -22.61848 3.06651 -8.03692
H -22.19536 0.54997 -6.83206
H -22.11722 1.61412 -5.51516
H -23.12395 0.11033 -5.38777
H -24.07614 0.88085 -8.47973
H -24.94353 -0.05641 -7.17757
H -25.72787 1.22886 -7.89340
H -25.24489 1.05572 -4.92094
H -24.34259 2.56551 -4.59147
H -26.81605 2.48266 -6.32356
H -26.70153 3.14756 -4.75525
H -24.95794 4.79395 -5.32257
H -26.28419 5.07084 -6.44243
H -26.03117 3.29766 -8.35673
H -24.78092 3.64435 -9.45145
H -25.74761 4.99743 -8.88251
H -24.29138 6.42328 -7.67239
H -22.89231 5.50576 -8.17609
H -23.19658 5.86132 -6.53388
H -21.77379 3.10821 -7.61241
C -29.34576 -1.20097 -3.12358
C -29.84810 -1.50699 -4.49472
C -31.27155 -2.08770 -4.44431
C -29.99575 -0.20928 -5.37014
C -28.65738 0.43684 -5.77060
C -27.81236 -0.65095 -6.47756
C -27.56640 -1.92176 -5.59477
C -26.86312 -2.99458 -6.52255
C -26.66897 -1.63135 -4.43102
N -28.94110 -2.46038 -5.20559
O -28.78735 -3.61180 -4.39180
H -30.07881 -0.62463 -2.52052
H -29.15689 -2.17678 -2.68818
H -28.43146 -0.60966 -3.25934
H -31.39375 -2.99964 -3.83929
H -31.85354 -1.32609 -3.98985
H -31.57236 -2.30693 -5.45960
H -30.41112 -0.55944 -6.28800
H -30.58588 0.51007 -4.82428
H -28.81312 1.37298 -6.35831
H -28.14755 0.83810 -4.90025
H -26.80929 -0.36505 -6.77479
H -28.35372 -0.95690 -7.39755
H -27.49096 -3.12078 -7.38246
H -26.77637 -3.91925 -5.96602
H -25.91537 -2.60587 -6.84938
H -26.99070 -2.11770 -3.52358
H -26.61408 -0.55527 -4.29190
H -25.62332 -1.90285 -4.53940
H -29.04162 -4.33690 -5.00642
C -38.41608 -5.48296 -13.50375
C -36.92031 -5.55022 -13.87664
C -36.06880 -6.00194 -12.72724
C -36.79743 -6.62055 -15.02413
C -35.38113 -6.57062 -15.67968
C -35.09521 -5.16208 -16.24163
C -35.32931 -4.04998 -15.18645
C -34.10804 -3.96782 -14.28063
C -35.33839 -2.68939 -15.90704
N -36.59946 -4.23201 -14.45783
O -36.83993 -3.20900 -13.45384
H -38.71839 -6.51399 -13.39232
H -38.61521 -4.97753 -12.57881
H -38.95049 -4.92080 -14.27412
H -35.29361 -6.66498 -13.00106
H -35.66042 -5.16820 -12.10652
H -36.70131 -6.62369 -12.05443
H -37.12349 -7.56157 -14.58518
H -37.40227 -6.35255 -15.89571
H -34.60874 -6.86452 -14.95065
H -35.35018 -7.33464 -16.47967
H -35.76275 -4.89055 -17.09679
H -34.08744 -5.05816 -16.72721
H -33.26906 -3.79371 -14.97161
H -33.99499 -4.95411 -13.82916
H -34.22340 -3.26061 -13.51260
H -34.48382 -2.63571 -16.56885
H -35.36767 -1.82073 -15.27140
H -36.30760 -2.64926 -16.43542
H -37.63332 -2.84120 -13.86066
C -24.74572 -7.22250 -11.94344
C -23.99846 -6.51073 -10.85308
C -24.63153 -6.74457 -9.50937
C -22.55144 -7.08726 -10.78897
C -21.62920 -6.22693 -9.99593
C -21.61078 -4.82590 -10.60642
C -22.99492 -4.09023 -10.60363
C -23.24170 -3.68271 -9.17602
C -22.92132 -2.82688 -11.56974
N -23.95096 -5.05343 -11.22094
O -25.26643 -4.52160 -11.13430
H -24.17124 -6.91377 -12.85872
H -24.64568 -8.31426 -11.80495
H -25.78673 -6.95770 -12.04363
H -23.96503 -6.45063 -8.70834
H -25.53196 -6.15192 -9.40140
H -24.85346 -7.75474 -9.21821
H -22.64131 -8.12710 -10.43844
H -22.20946 -7.10756 -11.86270
H -21.84618 -6.28284 -8.95211
H -20.63789 -6.60669 -10.06344
H -21.23224 -5.05333 -11.61372
H -20.96076 -4.17152 -10.02242
H -24.21043 -3.26175 -8.94785
H -22.41615 -3.00534 -8.90990
H -23.13176 -4.58229 -8.54721
H -23.65169 -2.05200 -11.30990
H -23.18069 -3.23153 -12.53510
H -21.91584 -2.42136 -11.61607
H -25.70093 -4.64072 -11.99829
C -28.05740 0.91994 -12.63657
C -29.56410 0.88612 -12.44126
C -30.10157 -0.41011 -13.04298
C -29.85993 0.87254 -10.91512
C -29.67171 2.25496 -10.33988
C -30.41751 3.30240 -11.11454
C -30.12537 3.35021 -12.62023
C -31.15904 4.28738 -13.23208
C -28.73126 3.96985 -12.84153
N -30.30895 1.94992 -13.12236
O -30.09076 1.95390 -14.55547
H -27.66623 -0.10271 -12.66709
H -27.79040 1.25242 -13.64584
H -27.42298 1.54794 -11.94969
H -29.67961 -1.28882 -12.52172
H -31.19683 -0.42570 -12.99523
H -29.75552 -0.46109 -14.07905
H -30.88650 0.58298 -10.79173
H -29.22172 0.07723 -10.45067
H -30.05597 2.26888 -9.31919
H -28.64294 2.53388 -10.27721
H -30.19743 4.27046 -10.74135
H -31.50380 3.20358 -11.00556
H -32.13212 3.99534 -12.96279
H -31.10584 4.44356 -14.31257
H -30.98654 5.26473 -12.78014
H -28.58712 3.89318 -13.91164
H -27.87723 3.55335 -12.31409
H -28.65570 4.98370 -12.52395
H -30.91274 1.48342 -14.79038
C -35.67004 -1.36103 -10.43768
C -35.42123 -0.15445 -11.35605
C -34.05201 -0.27247 -12.11494
C -36.58915 -0.01442 -12.30026
C -36.68681 1.31063 -13.07933
C -36.83647 2.45870 -12.03472
C -35.65147 2.44592 -11.05442
C -34.37660 3.00472 -11.62857
C -36.18777 3.25283 -9.81882
N -35.49143 1.06598 -10.50651
O -34.39103 1.03170 -9.54881
H -34.83443 -1.74103 -9.82380
H -36.41824 -1.06815 -9.74104
H -35.95744 -2.21361 -11.07551
H -33.80780 -1.26772 -12.50693
H -33.91908 0.38887 -12.99805
H -33.32838 -0.03787 -11.35652
H -36.65410 -0.83917 -13.00320
H -37.48367 -0.17181 -11.69654
H -35.75499 1.36715 -13.63747
H -37.55529 1.18400 -13.75934
H -37.77745 2.26414 -11.50973
H -36.95595 3.49462 -12.47235
H -33.49647 2.69291 -11.03369
H -34.39092 4.11052 -11.70444
H -34.25599 2.53122 -12.61896
H -36.82290 4.07244 -10.13177
H -35.40020 3.66925 -9.15706
H -36.80464 2.54710 -9.25414
H -34.88595 1.27827 -8.75485
C -33.56284 -5.05961 -10.67666
O -32.34269 -5.18806 -9.97762
C -32.33952 -4.94447 -8.61614
C -31.98845 -3.58673 -8.20109
N -30.54042 -3.40055 -8.38203
C -30.16349 -3.12490 -9.81483
C -28.74990 -3.01814 -10.16567
O -28.22515 -1.79884 -9.64569
C -26.86021 -1.64321 -9.95115
H -33.55126 -5.74179 -11.53682
H -33.73275 -4.04479 -11.04032
H -34.43677 -5.16204 -10.03778
H -31.63851 -5.63832 -8.19927
H -33.33313 -5.13463 -8.18066
H -32.26427 -3.54344 -7.15828
H -32.55641 -2.76129 -8.66951
H -30.18394 -2.68485 -7.75683
H -30.70440 -2.26467 -10.15212
H -30.55934 -3.99365 -10.33901
H -28.59192 -3.06306 -11.26302
H -28.28160 -3.91434 -9.71917
H -26.75216 -1.49149 -11.03769
H -26.25070 -2.45911 -9.58416
H -26.58429 -0.74041 -9.43360
```

Values from the calculation:
LUMO: 0.0162 Eh
SMILES string: CC1(C)CCCC(C)(C)N1O.CC1(C)CCCC(C)(C)N1O.CC1(C)CCCC(C)(C)N1O.CC1(C)CCCC(C)(C)N1O.CC1(C)CCCC(C)(C)N1O.CC1(C)CCCC(C)(C)N1O.CC1(C)CCCC(C)(C)N1O.CC1(C)CCCC(C)(C)N1O.CC1(C)CCCC(C)(C)N1O.COCCNCCOC
HOMO-LUMO gap: 8.7 eV
DFT total energy: -4801.1740 hartree
energy above the lowest of the compared OMol25 structures with the same formula, charge and spin: 0.263 eV
highest occupied orbital energy: -8.26 eV

***

Entry 2:
Computed, not measured: a molecular structure, C8H10 in a non-equilibrium geometry, with the ωB97M-V functional and the def2-TZVPD basis.

Geometry as XYZ:
```
18
Properties=species:S:1:pos:R:3
C 2.97644 0.10662 -0.10435
C 1.94372 1.14179 0.12997
C -0.95145 -1.20679 -0.35831
C -0.12942 -0.35551 0.51950
C 0.54065 0.79830 -0.15748
C -0.63713 0.95740 0.66724
C -1.90370 -0.56201 -1.10043
C -2.42925 -1.16505 0.14034
H 2.36428 0.15768 0.87938
H 3.95662 0.38797 -0.08475
H 2.88213 -0.64313 -0.84072
H 2.20396 2.20218 0.17613
H 0.45984 -0.94243 1.19430
H -2.58209 -0.64340 1.11456
H 0.28680 1.01524 -1.26459
H -0.55475 1.56136 1.55248
H -2.17600 0.48840 -1.19516
H -3.29993 -1.87228 0.04944
```

Values from the calculation:
LUMO: -0.0647 Eh
HOMO-LUMO gap: 4.7 eV
DFT total energy: -310.3359 hartree
energy above the lowest of the compared OMol25 structures with the same formula, charge and spin: 13.600 eV
highest occupied orbital energy: -6.41 eV

***

Entry 3:
Computed, not measured: a single C8H10 molecule in a non-equilibrium geometry, with the ωB97M-V functional and the def2-TZVPD basis.

Geometry as XYZ:
```
18
Properties=species:S:1:pos:R:3
C 0.82961 0.91153 1.05244
C 0.22312 0.34227 2.13288
C 0.56211 1.00558 -2.55112
C 0.69889 1.51973 -1.31306
C -0.43422 -0.92817 2.15780
C -0.64985 -1.42987 0.72212
C -0.75253 -0.33576 -0.36561
C 0.35564 0.67075 -0.24076
H 1.61878 1.68499 1.18954
H 0.81295 1.53096 -3.36216
H 0.14868 0.06695 -2.77347
H 1.26283 2.44696 -1.17425
H 0.30060 -1.59261 2.54507
H -1.38601 -1.08504 2.74623
H 0.27279 -2.02022 0.36709
H -1.43036 -2.21625 0.58195
H -0.70865 -0.68701 -1.49577
H -1.72438 0.11523 -0.21892
```

Values from the calculation:
LUMO (spin up / spin down): -0.0047 / -0.0119 Eh
HOMO-LUMO gap (spin up / spin down): 6.7 / 7.8 eV
DFT total energy: -310.6447 hartree
energy above the lowest of the compared OMol25 structures with the same formula, charge and spin: 5.196 eV
highest occupied orbital energy (spin up / spin down): -6.86 / -8.09 eV

***

Entry 4:
Computed, not measured: a single C8H10 molecule in a non-equilibrium geometry, with the ωB97M-V functional and the def2-TZVPD basis.

Geometry as XYZ:
```
18
Properties=species:S:1:pos:R:3
C 1.39253 1.49726 -0.08159
C 1.86618 0.29818 -0.15604
C -0.10096 1.55064 -0.19451
C 2.35762 -0.98190 0.45920
C -0.11500 -0.99640 -1.16086
C 0.84764 -0.77102 -0.07164
C -0.49000 0.01407 -0.02578
C -1.84146 -0.40004 0.60893
H 1.89673 2.42479 -0.00523
H -0.43340 2.16022 0.69577
H -0.47316 2.06718 -1.09202
H 2.80179 -1.74820 -0.10577
H 2.34954 -1.26707 1.42865
H -0.05446 -0.65690 -2.18479
H -0.73610 -2.03400 -1.13225
H -1.70936 -1.45817 0.80596
H -2.51675 -0.14760 -0.21489
H -2.06178 0.25951 1.45763
```

Values from the calculation:
LUMO (spin up / spin down): 0.0409 / -0.0616 Eh
HOMO-LUMO gap (spin up / spin down): 6.1 / 7.7 eV
DFT total energy: -310.4955 hartree
energy above the lowest of the compared OMol25 structures with the same formula, charge and spin: 4.561 eV
spin multiplicity: 3
⟨S²⟩: 2.006
highest occupied orbital energy (spin up / spin down): -5.00 / -9.35 eV